# 1
{
  "formula": "C5H12P2S",
  "method": "wB97M-V/def2-TZVPD",
  "symbols": ["C", "C", "C", "C", "C", "P", "P", "S", "H", "H", "H", "H", "H", "H", "H", "H", "H", "H", "H", "H"],
  "positions_angstrom": [[0.2190, 1.4877, 0.7705], [-0.8626, 0.5775, 1.3432], [0.1459, 1.4163, -0.7477], [0.5757, -1.8877, 1.4463], [-0.9734, -0.4576, -2.5676], [-0.8107, -1.1039, 0.5286], [0.3050, -0.3807, -1.2322], [3.6632, -0.9865, 0.6517], [0.0692, 2.5128, 1.1174], [1.2042, 1.1555, 1.1042], [-0.7770, 0.4629, 2.4239], [-1.8497, 1.0024, 1.1309], [-0.8013, 1.8246, -1.1141], [0.9645, 1.9728, -1.2096], [1.5525, -1.4562, 1.1636], [0.5995, -2.9508, 1.2174], [0.4213, -1.7689, 2.5173], [-1.9746, -0.2666, -2.1863], [-0.7222, 0.2866, -3.3228], [-0.9486, -1.4402, -3.0348]],
  "forces_ev_per_a": [[-0.15, 0.03, 0.01], [-0.06, -0.12, -0.18], [0.26, -0.09, -0.08], [0.17, 0.03, -0.10], [0.14, -0.13, 0.12], [-0.26, 0.10, 0.11], [-0.02, 0.21, -0.10], [0.06, 0.07, -0.12], [0.11, 0.03, 0.02], [0.05, 0.04, 0.05], [-0.05, -0.05, 0.04], [0.07, -0.03, 0.06], [0.04, -0.03, 0.02], [-0.07, 0.03, -0.01], [-0.26, -0.08, 0.21], [0.06, -0.05, -0.02], [0.03, 0.00, 0.07], [-0.06, 0.05, -0.02], [0.00, 0.01, -0.04], [-0.06, -0.02, -0.03]],
  "homo_energy_ev": [-8.2, -8.2],
  "spin_multiplicity": 1,
  "largest_force_ha_per_bohr": 0.0067,
  "lumo_energy_ha": [-0.0912, -0.0918],
  "orbital_gap_ev": [5.74, 5.72]
}

# 2
{
  "formula": "C5H12S3",
  "method": "wB97M-V/def2-TZVPD",
  "symbols": ["C", "S", "C", "S", "C", "C", "S", "C", "H", "H", "H", "H", "H", "H", "H", "H", "H", "H", "H", "H"],
  "positions_angstrom": [[-3.2563, 0.8379, -1.1018], [-3.1164, -0.1759, 0.4327], [-1.2680, -0.3300, 0.3059], [-0.4899, -1.3176, -0.9042], [1.3401, -0.8828, -0.5773], [1.7926, -1.6574, 0.5947], [1.9986, 0.8184, -0.9109], [1.5825, 1.4096, 0.8398], [-2.3894, 1.7262, -1.0894], [-4.1778, 1.4024, -1.2142], [-3.0523, 0.1545, -1.9840], [-0.7942, -0.3503, 1.3062], [-0.7726, 0.6030, -0.3324], [1.8428, -1.4291, -1.5427], [0.9071, -1.6735, 1.5700], [2.8598, -1.1592, 0.6826], [2.1528, -2.8080, 0.1983], [2.1916, 0.7464, 1.6630], [2.1818, 2.4212, 0.8319], [0.4670, 1.6641, 1.2318]],
  "forces_ev_per_a": [[2.70, 1.26, -0.73], [1.53, 0.56, -1.07], [1.04, 4.02, -0.78], [1.33, -2.25, -1.17], [-0.62, -1.63, -4.97], [1.86, -1.97, 1.51], [-2.09, -0.81, 2.94], [1.73, 1.84, 1.81], [-2.13, -2.48, 0.04], [-0.30, -0.50, 0.22], [-0.37, 1.08, 0.97], [-0.51, -0.30, -0.45], [-2.08, -0.83, 2.83], [-1.42, 1.14, 2.10], [3.42, 0.04, -2.86], [-1.92, -1.08, 1.40], [-1.71, 3.08, 1.52], [-1.78, 1.48, -2.16], [-1.32, -1.71, 0.35], [2.65, -0.94, -1.48]],
  "homo_energy_ev": -8.2,
  "spin_multiplicity": 1,
  "largest_force_ha_per_bohr": 0.1024,
  "lumo_energy_ha": 0.0201,
  "orbital_gap_ev": 8.79,
  "smiles": "CSCS[C@H](C)SC"
}

# 3
{
  "formula": "C5H12SSi",
  "method": "wB97M-V/def2-TZVPD",
  "symbols": ["C", "C", "C", "C", "C", "Si", "S", "H", "H", "H", "H", "H", "H", "H", "H", "H", "H", "H", "H"],
  "positions_angstrom": [[3.1274, -2.1127, -2.1291], [3.2044, -1.1324, -1.4650], [-1.6558, 2.1370, 0.8477], [-2.0647, -0.8603, 0.9960], [0.1939, 0.4954, -0.8736], [-0.7744, 0.4234, 0.7578], [1.0264, -0.1184, 1.9264], [2.8764, -2.9298, -2.7411], [1.4320, -1.1681, 1.3011], [3.4490, -0.1176, -1.1073], [-2.2096, 2.3067, 1.8197], [-0.9841, 2.9859, 0.8591], [-2.4455, 2.1884, 0.0631], [-3.0035, -0.4800, 1.4828], [-2.1633, -1.4840, 0.1033], [-1.4820, -1.4605, 1.7605], [-0.2882, 0.9194, -1.6576], [1.2932, 0.8984, -0.6170], [0.4685, -0.4907, -1.3267]],
  "forces_ev_per_a": [[-0.54, -0.66, -0.42], [0.95, 2.58, 0.65], [-1.22, -0.29, 0.91], [0.77, -0.90, 1.37], [3.96, -2.52, 2.60], [-1.25, 3.45, -0.26], [-1.04, 2.39, 1.62], [0.10, -0.57, -0.17], [2.19, -3.70, -1.51], [-0.42, -1.40, -0.07], [0.49, -0.67, -0.84], [0.25, 0.15, -0.64], [0.54, 0.34, 0.12], [0.94, -0.46, -0.78], [-0.48, 0.01, 0.22], [-1.15, -0.05, -0.60], [-1.33, 2.27, -2.09], [-2.50, -0.19, -0.89], [-0.25, 0.22, 0.79]],
  "homo_energy_ev": [-3.9, -10.3],
  "spin_multiplicity": 3,
  "largest_force_ha_per_bohr": 0.1042,
  "lumo_energy_ha": [0.0319, -0.1252],
  "orbital_gap_ev": [4.73, 6.88]
}

# 4
{
  "formula": "C5H12Si",
  "method": "wB97M-V/def2-TZVPD",
  "symbols": ["C", "C", "C", "Si", "C", "C", "H", "H", "H", "H", "H", "H", "H", "H", "H", "H", "H", "H"],
  "positions_angstrom": [[1.1795, -1.8197, 0.9901], [0.8596, -1.0604, -0.2671], [-0.5739, -1.1769, -0.8289], [-0.3500, 0.6215, -0.2620], [-1.0539, 1.1920, 1.4030], [-0.0551, 1.9719, -1.5596], [1.2971, -2.8852, 0.7779], [0.3839, -1.7129, 1.7247], [2.1067, -1.4610, 1.4347], [1.6396, -1.1119, -1.0145], [-0.6365, -1.3986, -1.8881], [-1.2269, -1.8405, -0.2746], [-0.6956, 2.1879, 1.6494], [-2.1397, 1.2227, 1.3962], [-0.7464, 0.5210, 2.1984], [0.1589, 1.5365, -2.5307], [-0.9308, 2.6083, -1.6634], [0.7834, 2.6053, -1.2854]],
  "forces_ev_per_a": [[0.05, 0.13, -0.07], [-1.42, 2.11, 0.02], [0.04, 0.43, 0.10], [1.50, -2.08, -0.12], [0.15, -0.17, -0.54], [-0.13, -0.39, 0.44], [-0.03, -0.11, 0.04], [-0.06, -0.03, 0.15], [0.03, -0.03, 0.11], [0.04, 0.13, -0.16], [-0.06, 0.10, -0.13], [-0.12, -0.04, 0.15], [0.10, 0.12, -0.01], [-0.16, 0.00, -0.07], [0.08, -0.15, 0.08], [0.02, -0.14, -0.10], [-0.15, 0.05, 0.00], [0.11, 0.07, 0.10]],
  "homo_energy_ev": -7.7,
  "spin_multiplicity": 1,
  "largest_force_ha_per_bohr": 0.0500,
  "lumo_energy_ha": 0.0342,
  "orbital_gap_ev": 8.63,
  "smiles": "C[C@H]1C[Si]1(C)C"
}